Here is a molecular structure, C40H33GeN4O7Ta from OMol25. Energies are from wB97M-V/def2-TZVPD.

Element x y z (Å)
Ta  0.365  0.248  0.105
O  -3.076  -2.866  0.912
C  -2.092  -2.010  0.931
O  -1.038  -2.106  0.335
C  -2.321  -0.844  1.842
C  -3.361  -0.746  2.748
C  -3.355  0.316  3.648
C  -2.302  1.220  3.628
C  -1.317  1.050  2.670
N  -1.338  0.062  1.776
C  -0.098  1.927  2.551
O  0.113  2.922  3.160
O  0.728  1.400  1.619
H  -2.921  -3.570  0.260
H  -4.138  -1.497  2.752
H  -4.151  0.419  4.373
H  -2.227  2.043  4.326
O  3.320  0.727  -2.731
C  2.475  0.942  -1.909
N  2.062  0.017  -0.944
C  2.875  -1.190  -0.902
C  2.615  -1.824  0.421
C  3.424  -2.799  0.985
C  3.100  -3.302  2.228
C  1.969  -2.821  2.882
C  1.203  -1.865  2.265
N  1.514  -1.370  1.045
C  1.731  2.225  -1.776
C  2.022  3.359  -2.495
C  1.251  4.491  -2.261
C  0.234  4.439  -1.321
C  0.012  3.261  -0.632
N  0.753  2.173  -0.864
H  3.930  -0.947  -1.037
H  2.604  -1.880  -1.709
H  4.302  -3.134  0.451
H  3.725  -4.053  2.694
H  1.690  -3.180  3.862
H  0.324  -1.462  2.742
H  2.828  3.336  -3.215
H  1.442  5.405  -2.807
H  -0.386  5.298  -1.111
H  -0.788  3.182  0.094
O  -0.752  1.265  -3.051
C  -1.085  0.202  -2.641
O  -0.829  -0.128  -1.297
C  -1.760  -0.905  -3.385
C  -3.001  -0.381  -4.108
Ge  -4.533  0.150  -2.988
C  -6.003  0.466  -4.205
C  -5.803  1.198  -5.376
C  -6.852  1.440  -6.249
C  -8.118  0.951  -5.961
C  -8.331  0.220  -4.802
C  -7.280  -0.018  -3.929
C  -4.133  1.756  -1.934
C  -3.553  1.664  -0.668
C  -3.334  2.795  0.106
C  -3.672  4.051  -0.385
C  -4.239  4.160  -1.644
C  -4.476  3.022  -2.403
C  -4.989  -1.288  -1.737
C  -4.777  -2.617  -2.108
C  -5.262  -3.668  -1.339
C  -5.988  -3.403  -0.185
C  -6.212  -2.088  0.198
C  -5.709  -1.043  -0.566
H  -1.991  -1.724  -2.705
H  -1.021  -1.265  -4.109
H  -3.372  -1.143  -4.795
H  -2.725  0.476  -4.725
H  -4.819  1.583  -5.624
H  -6.683  2.006  -7.155
H  -8.938  1.138  -6.641
H  -9.317  -0.166  -4.579
H  -7.462  -0.595  -3.029
H  -3.314  0.684  -0.265
H  -2.941  2.705  1.112
H  -3.521  4.934  0.223
H  -4.521  5.131  -2.029
H  -4.953  3.126  -3.371
H  -4.256  -2.849  -3.031
H  -5.109  -4.691  -1.661
H  -6.400  -4.217  0.398
H  -6.805  -1.877  1.079
H  -5.929  -0.023  -0.268

- Kohn-Sham gap (eV) = 5.77
- LUMO (eV) = -7.152
- multiplicity = 1
- total charge = +2
- HOMO (Eh) = -0.4750

natural (NBO) population analysis, charges in e, atoms 1 to 6:
1. Ta 2.607
2. O -0.614
3. C 0.799
4. O -0.583
5. C 0.096
6. C -0.165

---

Here is 2 unconnected molecules or ions with the total composition C7H17N2 in a non-equilibrium geometry from OMol25. Energies are from wB97M-V/def2-TZVPD.

Element x y z (Å)
C  -1.115  -0.437  1.447
C  -0.217  0.504  1.331
C  -2.386  -0.401  0.845
C  0.975  0.608  2.223
C  1.267  1.225  -1.159
C  -0.160  -0.809  -1.435
C  0.909  -0.207  -0.672
N  1.827  -1.071  -0.253
N  -0.879  0.151  -2.264
H  -0.811  -1.384  2.013
H  -3.100  -0.975  1.387
H  -2.436  -0.922  -0.066
H  -2.594  0.679  0.830
H  0.571  1.034  3.124
H  1.623  1.336  1.876
H  1.329  -0.384  2.381
H  1.957  1.630  -0.473
H  1.856  1.116  -2.017
H  0.362  1.751  -1.421
H  -1.047  -1.179  -0.740
H  0.220  -1.603  -1.927
H  2.818  -0.775  -0.236
H  1.462  -1.985  0.090
H  -0.322  0.871  -2.815
H  -0.426  1.450  0.786
H  -1.680  -0.223  -2.855

- Kohn-Sham gap (eV) = 8.50
- energy relative to the best compared isomer or geometry (same formula, charge and spin) (kcal/mol) = 73.9
- LUMO (eV) = -4.600
- multiplicity = 1
- total charge = +1
- HOMO (Eh) = -0.4815

natural (NBO) population analysis, charges in e, atoms 1 to 6:
1. C -0.073
2. C -0.240
3. C -0.665
4. C -0.643
5. C -0.700
6. C -0.355